(1)
This record from the OMol25 dataset describes a structure of composition C2H4EuO2 in a non-equilibrium geometry. The level of theory is the ωB97M-V functional and the def2-TZVPD basis.

The geometry in XYZ format:
```
9
Properties=species:S:1:pos:R:3
O 0.21373 1.36992 0.18927
H -0.03845 2.28486 0.36282
O 0.82087 -1.05993 -0.18598
Eu 2.35343 0.63036 -0.16168
H 1.01831 -1.99478 -0.31809
C -0.53828 -0.77468 -0.12145
C -0.85536 0.51737 -0.00488
H -1.22725 -1.55390 -0.43348
H -1.74701 0.58078 0.67347
```

Its molar mass is 212.016 g/mol. For the HOMO energy (alpha / beta), the calculation gives -18.04 / -18.07 eV. The calculation puts the energy above the lowest of the compared OMol25 structures with the same formula, charge and spin at 0.0 kJ/mol. As for the max |F|: 0.070 Eh/bohr. The multiplicity is 8. The lowest unoccupied orbital energy (alpha / beta) is -9.36 / -9.18 eV. As for the expectation value of S²: 15.7589. The total charge is +2.

Here is what Mulliken gives for the atomic charges, in e: -0.4950, 0.4086, -0.5066, 1.6648, 0.4042, -0.0657, -0.0849, 0.3711, 0.3036


(2)
This record from the OMol25 dataset describes a cluster of 2 separate species, C2H4F2 in total in a non-equilibrium geometry. The level of theory is the ωB97M-V functional and the def2-TZVPD basis.

The geometry in XYZ format:
```
8
Properties=species:S:1:pos:R:3
C 0.91950 0.97789 -0.29742
C -0.96435 -0.91698 0.31452
F 1.83067 0.58087 -1.26491
F -1.57241 -0.33458 1.42342
H 0.91351 0.45218 0.58630
H 0.34239 1.81906 -0.52703
H -1.39910 -0.99911 -0.67465
H -0.07021 -1.57935 0.43977
```

Its molar mass is 66.050 g/mol. For the HOMO energy (alpha / beta), the calculation gives -8.63 / -8.75 eV. The calculation puts the energy above the lowest of the compared OMol25 structures with the same formula, charge and spin at 471.8 kJ/mol. As for the max |F|: 0.052 Eh/bohr. The multiplicity is 1. The lowest unoccupied orbital energy (alpha / beta) is 0.48 / 0.54 eV.

Here is what Mulliken gives for the atomic charges, in e: -0.4393, -0.5192, -0.2343, -0.2301, 0.3764, 0.3153, 0.3495, 0.3816


(3)
This record from the OMol25 dataset describes a cluster of 2 separate species, C2H4F2OS in total in a non-equilibrium geometry. The level of theory is the ωB97M-V functional and the def2-TZVPD basis.

The geometry in XYZ format:
```
10
Properties=species:S:1:pos:R:3
C 1.31537 -0.69813 0.82675
C -3.76659 -0.65964 0.17830
O 0.38273 -0.05953 0.06343
F 0.90043 -1.91458 1.36432
F -2.78660 -0.83736 1.07952
S -3.55972 0.22944 -1.13396
H 1.63351 -0.22892 1.70811
H 2.39060 -0.93839 0.28008
H 0.03167 -0.69654 -0.54270
H -4.64372 -1.13553 0.58396
```

Its molar mass is 114.116 g/mol. As for the SMILES: FC=S.OCF. For the HOMO energy, the calculation gives -9.85 eV. The calculation puts the energy above the lowest of the compared OMol25 structures with the same formula, charge and spin at 94.9 kJ/mol. As for the max |F|: 0.080 Eh/bohr. The multiplicity is 1. The lowest unoccupied orbital energy is -0.37 eV.

Here is what Mulliken gives for the atomic charges, in e: 0.0089, 0.0629, -0.4013, -0.2842, -0.1378, -0.2184, 0.2152, 0.1568, 0.3017, 0.2963


(4)
This record from the OMol25 dataset describes a cluster of 2 separate species, C2H4F3N in total in a non-equilibrium geometry. The level of theory is the ωB97M-V functional and the def2-TZVPD basis.

The geometry in XYZ format:
```
10
Properties=species:S:1:pos:R:3
C 0.37991 -1.00720 0.81688
C 0.25697 0.39402 0.00864
N -1.07645 0.73731 -0.46527
F 0.52687 1.44452 0.92383
F -0.99210 1.92675 -1.29783
F -1.43827 -0.14997 -1.44454
H -0.49009 -1.08736 1.34181
H 0.40166 -1.76783 0.07605
H 1.29323 -0.95305 1.38977
H 1.13827 0.46280 -1.34934
```

Its molar mass is 99.055 g/mol. For the HOMO energy, the calculation gives -10.91 eV. The calculation puts the energy above the lowest of the compared OMol25 structures with the same formula, charge and spin at 630.4 kJ/mol. As for the max |F|: 0.090 Eh/bohr. The multiplicity is 1. The lowest unoccupied orbital energy is 0.57 eV.

Here is what Mulliken gives for the atomic charges, in e: -1.0649, 0.2578, 0.0718, -0.2671, -0.1833, -0.1363, 0.3781, 0.3143, 0.3253, 0.3042


(5)
This record from the OMol25 dataset describes a cluster of 2 separate species, C2H4F3NOS in total in a non-equilibrium geometry. The level of theory is the ωB97M-V functional and the def2-TZVPD basis.

The geometry in XYZ format:
```
12
Properties=species:S:1:pos:R:3
C 2.00294 0.29711 -0.39976
C -1.97316 0.50452 0.19995
N -0.79291 -0.25308 0.22383
O 1.53501 -1.94838 0.57123
F -2.45458 0.96031 1.33411
F -1.86442 1.48900 -0.72997
F -3.04766 -0.31983 -0.23221
S 1.22761 -1.26974 -0.66937
H 1.63237 0.79292 -1.24008
H 1.57677 0.68977 0.52317
H 3.16209 0.11298 -0.26688
H -1.00406 -1.05558 0.68597
```

Its molar mass is 147.121 g/mol. For the HOMO energy (alpha / beta), the calculation gives -10.04 / -9.25 eV. The calculation puts the energy above the lowest of the compared OMol25 structures with the same formula, charge and spin at 202.3 kJ/mol. As for the max |F|: 0.078 Eh/bohr. The multiplicity is 1. The lowest unoccupied orbital energy (alpha / beta) is -2.13 / -2.41 eV.

Here is what Mulliken gives for the atomic charges, in e: -0.7576, 0.6966, -0.5405, -0.4052, -0.2397, -0.2553, -0.3116, 0.6452, 0.3362, 0.2987, 0.3338, 0.1993


(6)
This record from the OMol25 dataset describes a structure of composition C2H4F3O2SYb in a non-equilibrium geometry. The level of theory is the ωB97M-V functional and the def2-TZVPD basis.

The geometry in XYZ format:
```
13
Properties=species:S:1:pos:R:3
C -5.07660 1.31122 -1.15309
H -6.08342 1.08845 -0.78012
H -5.35958 1.79054 -2.10896
H -4.61041 0.32361 -0.98044
Yb -5.20609 3.24178 1.88228
H -4.10262 2.03918 -0.87739
S -2.31827 4.14539 1.46702
O -3.16349 3.34727 0.42659
O -3.23122 4.11038 2.71338
C -1.03394 2.84893 1.93629
F 0.03393 3.02138 1.17503
F -0.70732 3.02371 3.20636
F -1.50863 1.63046 1.76534
```

Its molar mass is 322.153 g/mol. For the HOMO energy (alpha / beta), the calculation gives -18.51 / -18.44 eV. As for the max |F|: 0.099 Eh/bohr. The multiplicity is 2. The lowest unoccupied orbital energy (alpha / beta) is -9.62 / -13.49 eV. As for the expectation value of S²: 0.7580. The total charge is +2.

Here is what Mulliken gives for the atomic charges, in e: -1.1442, 0.3431, 0.3283, 0.3506, 1.6248, 0.2191, 0.8130, -0.3717, -0.5339, 0.7724, -0.1288, -0.1313, -0.1416


(7)
This record from the OMol25 dataset describes a cluster of 2 separate species, C2H4FI in total in a non-equilibrium geometry. The level of theory is the ωB97M-V functional and the def2-TZVPD basis.

The geometry in XYZ format:
```
8
Properties=species:S:1:pos:R:3
C -1.01508 -0.57668 -0.33347
C 0.76329 0.62306 0.38424
F 0.71315 1.79836 -0.22933
I 2.47795 -0.52750 -0.06879
H -1.63229 0.23294 -0.67684
H -0.58013 -1.18861 -1.09813
H -1.32055 -1.06309 0.57061
H 0.59367 0.70152 1.45171
```

Its molar mass is 173.956 g/mol. For the HOMO energy, the calculation gives -8.85 eV. The calculation puts the energy above the lowest of the compared OMol25 structures with the same formula, charge and spin at 211.4 kJ/mol. As for the max |F|: 0.083 Eh/bohr. The multiplicity is 1. The lowest unoccupied orbital energy is 0.30 eV.

Here is what Mulliken gives for the atomic charges, in e: -0.8234, -0.2439, -0.2008, 0.0578, 0.2943, 0.2970, 0.2937, 0.3252


(8)
This record from the OMol25 dataset describes an isolated molecule of C2H4FIO in a non-equilibrium geometry. The level of theory is the ωB97M-V functional and the def2-TZVPD basis.

The geometry in XYZ format:
```
9
Properties=species:S:1:pos:R:3
C 0.88272 -0.76098 -0.33270
C -0.56938 0.87024 0.52060
O 0.48024 0.10216 0.73330
F -0.44069 1.69668 -0.53892
I -2.49305 -0.39824 -0.02234
H 0.47822 -0.43364 -1.29001
H 0.52881 -1.76949 -0.10605
H 1.96995 -0.75031 -0.37085
H -0.83683 1.44359 1.40695
```

Its molar mass is 189.955 g/mol. As for the SMILES: CO[C@@H](F)I. For the HOMO energy, the calculation gives -9.50 eV. The calculation puts the energy above the lowest of the compared OMol25 structures with the same formula, charge and spin at 0.0 kJ/mol. As for the max |F|: 0.025 Eh/bohr. The multiplicity is 1. The lowest unoccupied orbital energy is 0.14 eV.

Here is what Mulliken gives for the atomic charges, in e: -0.6979, -0.0228, -0.2998, -0.1882, -0.0906, 0.3927, 0.2951, 0.2546, 0.3568


(9)
This record from the OMol25 dataset describes a cluster of 2 separate species, C2H4FIO in total in a non-equilibrium geometry. The level of theory is the ωB97M-V functional and the def2-TZVPD basis.

The geometry in XYZ format:
```
9
Properties=species:S:1:pos:R:3
C -0.86251 -0.77040 0.27402
C 0.18738 1.13305 -0.65320
O -0.32192 -0.01153 -0.81078
F 0.10115 1.84228 0.51763
I 3.09333 -1.03190 0.63031
H -0.38116 -1.76079 0.38112
H -1.85140 -0.90377 0.14312
H -0.48850 -0.14815 1.12001
H 0.52364 1.65121 -1.60224
```

Its molar mass is 189.955 g/mol. For the HOMO energy (alpha / beta), the calculation gives -7.80 / -7.27 eV. The calculation puts the energy above the lowest of the compared OMol25 structures with the same formula, charge and spin at 255.7 kJ/mol. As for the max |F|: 0.101 Eh/bohr. The multiplicity is 1. The lowest unoccupied orbital energy (alpha / beta) is -1.35 / -2.54 eV.

Here is what Mulliken gives for the atomic charges, in e: -0.5905, 0.2776, -0.1602, -0.1408, -0.5946, 0.2482, 0.3028, 0.3467, 0.3108


(10)
This record from the OMol25 dataset describes a cluster of 2 separate species, C2H4FIOS in total in a non-equilibrium geometry. The level of theory is the ωB97M-V functional and the def2-TZVPD basis.

The geometry in XYZ format:
```
10
Properties=species:S:1:pos:R:3
C 0.84203 -0.70177 -0.33780
C 0.88227 -0.42618 0.97241
O -1.11791 2.00664 -0.81734
F 1.81293 -0.14360 -1.14997
S -1.50535 1.00641 0.43275
I -2.69335 -0.89264 -0.32177
H -0.40805 1.67138 -1.28948
H 0.57488 -1.77926 -0.59592
H 0.20212 -0.98909 1.56072
H 1.41043 0.24813 1.54639
```

Its molar mass is 222.022 g/mol. As for the SMILES: C=CF.OSI. For the HOMO energy, the calculation gives -8.43 eV. The calculation puts the energy above the lowest of the compared OMol25 structures with the same formula, charge and spin at 138.2 kJ/mol. As for the max |F|: 0.079 Eh/bohr. The multiplicity is 1. The lowest unoccupied orbital energy is -0.53 eV.

Here is what Mulliken gives for the atomic charges, in e: -0.0777, -0.5886, -0.4147, -0.2827, 0.0072, 0.0758, 0.3496, 0.2816, 0.3277, 0.3218


What did the tenth record say?
This record from the OMol25 dataset describes a cluster of 2 separate species, C2H4FIOS in total in a non-equilibrium geometry. The level of theory is the ωB97M-V functional and the def2-TZVPD basis.

The geometry in XYZ format:
```
10
Properties=species:S:1:pos:R:3
C 0.84203 -0.70177 -0.33780
C 0.88227 -0.42618 0.97241
O -1.11791 2.00664 -0.81734
F 1.81293 -0.14360 -1.14997
S -1.50535 1.00641 0.43275
I -2.69335 -0.89264 -0.32177
H -0.40805 1.67138 -1.28948
H 0.57488 -1.77926 -0.59592
H 0.20212 -0.98909 1.56072
H 1.41043 0.24813 1.54639
```

Its molar mass is 222.022 g/mol. As for the SMILES: C=CF.OSI. For the HOMO energy, the calculation gives -8.43 eV. The calculation puts the energy above the lowest of the compared OMol25 structures with the same formula, charge and spin at 138.2 kJ/mol. As for the max |F|: 0.079 Eh/bohr. The multiplicity is 1. The lowest unoccupied orbital energy is -0.53 eV.

Here is what Mulliken gives for the atomic charges, in e: -0.0777, -0.5886, -0.4147, -0.2827, 0.0072, 0.0758, 0.3496, 0.2816, 0.3277, 0.3218


Which of these has the highest max |F|?
number 9


Which formula does entry 8 have?
C2H4FIO